Entry 1:
Density functional theory data (ωB97M-V with the def2-TZVPD basis set) for C4H3ClIN as an isolated structure in a non-equilibrium geometry.

Structure (XYZ):
```
10
Properties=species:S:1:pos:R:3:mulliken_charge:R:1
C -1.17 0.97 0.69 0.314
C -0.35 0.21 -0.07 0.266
C 1.29 -0.07 1.05 -0.137
C -0.48 -0.60 -1.27 -1.082
N -1.80 1.69 1.35 -0.397
Cl 2.53 -0.85 0.27 -0.118
I 1.57 1.07 2.73 0.187
H -1.35 -0.24 -1.82 0.359
H -0.64 -1.66 -1.03 0.282
H 0.40 -0.52 -1.90 0.326
```

For the orbital gap (spin up / spin down), the calculation gives 8.4 / 7.1 eV. The LUMO energy (spin up / spin down) comes out at -0.640 / -1.152 eV. The calculation puts the HOMO energy (spin up / spin down) at -9.08 / -8.26 eV.

Entry 2:
Density functional theory data (ωB97M-V with the def2-TZVPD basis set) for a single C3H4P2 molecule in a non-equilibrium geometry.

Structure (XYZ):
```
9
Properties=species:S:1:pos:R:3:mulliken_charge:R:1
C 0.23 -0.92 -0.44 -0.036
C -1.73 0.96 -0.41 -0.610
C 1.38 -1.25 0.08 -0.274
P -0.97 -0.35 -1.47 -0.162
P -2.79 -0.55 -0.14 -0.051
H -1.21 1.27 0.48 0.316
H -2.08 1.81 -0.93 0.382
H 2.32 -0.65 -0.09 0.224
H 1.47 -2.13 0.77 0.211
```

For the orbital gap (spin up / spin down), the calculation gives 7.5 / 6.3 eV. The LUMO energy (spin up / spin down) comes out at -0.720 / -1.086 eV. The calculation puts the HOMO energy (spin up / spin down) at -8.26 / -7.35 eV.

Entry 3:
Density functional theory data (ωB97M-V with the def2-TZVPD basis set) for a 3-piece molecular cluster, C18H15N3O6 overall in a non-equilibrium geometry.

Structure (XYZ):
```
42
Properties=species:S:1:pos:R:3:mulliken_charge:R:1
C -0.21 1.19 5.85 -0.391
C -0.41 -0.01 5.18 -0.536
C -1.31 0.01 4.12 0.065
C -1.98 1.18 3.78 -0.184
C -1.80 2.37 4.50 -0.362
C -0.89 2.34 5.54 -0.469
N -2.98 1.09 2.72 1.055
O -3.05 0.08 2.06 -0.613
O -3.70 2.07 2.56 -0.605
H 0.51 1.20 6.67 0.379
H 0.17 -0.90 5.35 0.391
H -1.48 -0.85 3.49 0.417
H -2.26 3.28 4.14 0.451
H -0.68 3.21 6.14 0.376
C -1.93 -1.96 -3.99 -0.487
C -2.34 -2.94 -4.88 -0.439
C -1.39 -3.79 -5.41 -0.334
C -0.04 -3.64 -5.11 0.147
C 0.37 -2.60 -4.29 -0.360
C -0.59 -1.83 -3.66 -0.093
N 0.94 -4.52 -5.72 0.895
O 0.58 -5.63 -6.04 -0.561
O 2.06 -4.09 -5.88 -0.561
H -2.65 -1.27 -3.56 0.374
H -3.39 -3.04 -5.09 0.386
H -1.74 -4.61 -6.03 0.387
H 1.42 -2.52 -4.02 0.402
H -0.25 -1.14 -2.90 0.233
C 0.77 0.58 0.13 -0.436
C 0.75 1.42 1.25 0.190
C 1.69 2.41 1.41 -0.506
C 2.58 2.68 0.37 -0.173
C 2.59 1.86 -0.75 -0.299
C 1.70 0.79 -0.88 -0.398
N 3.71 3.59 0.53 0.955
O 3.88 4.06 1.65 -0.588
O 4.41 3.83 -0.43 -0.586
H 0.13 -0.29 0.09 0.424
H 0.06 1.25 2.07 0.209
H 1.78 2.93 2.35 0.441
H 3.26 2.09 -1.57 0.415
H 1.72 0.12 -1.72 0.388
```

For the orbital gap, the calculation gives 9.5 eV. The LUMO energy comes out at -0.838 eV. The calculation puts the HOMO energy at -10.30 eV.

Energy above the lowest of the compared OMol25 structures with the same formula, charge and spin readings, ordered: 97.9 52.7 6.8 kcal/mol